C46H43BrF4N4OPPdS5 | the ωB97M-V functional and the def2-TZVPD basis

```
106
Properties=species:S:1:pos:R:3:lowdin_charge:R:1
Pd -0.11 0.15 0.42 0.63
F 4.80 -6.09 1.76 0.19
C 3.89 -5.15 1.77 -0.11
C 3.07 -4.95 2.88 -0.11
F 3.17 -5.73 3.94 0.17
C 2.14 -3.92 2.88 -0.21
F 1.36 -3.76 3.95 0.11
C 1.98 -3.06 1.80 -0.29
P 0.72 -1.71 1.85 1.08
C -0.72 -2.83 1.92 -0.39
C -1.14 -3.31 0.67 -0.12
C -2.13 -4.28 0.61 -0.05
C -2.70 -4.76 1.78 -0.03
C -2.29 -4.26 3.01 -0.04
C -1.31 -3.29 3.09 -0.08
C 0.86 -0.97 3.51 -0.39
C -0.23 -0.17 3.86 -0.19
C -0.30 0.40 5.11 -0.07
C 0.72 0.19 6.02 -0.04
C 1.83 -0.57 5.67 -0.03
C 1.92 -1.13 4.40 -0.06
C 2.73 -3.34 0.66 -0.57
Br 2.38 -2.44 -0.95 0.94
C 3.70 -4.34 0.65 -0.24
F 4.43 -4.52 -0.44 0.12
H -0.69 -2.92 -0.23 0.08
H -2.44 -4.67 -0.35 0.12
H -3.46 -5.53 1.73 0.12
H -2.72 -4.66 3.92 0.12
H -0.99 -2.91 4.05 0.11
H -1.02 -0.03 3.13 0.07
H -1.15 1.01 5.38 0.10
H 0.66 0.61 7.01 0.12
H 2.62 -0.73 6.39 0.13
H 2.80 -1.70 4.14 0.12
C -2.84 6.40 -2.59 -0.03
C -3.60 5.09 -2.36 -0.55
C -3.97 4.42 -3.69 -0.02
C -4.90 5.40 -1.60 -0.05
C -2.71 4.11 -1.62 -0.13
C -1.39 3.91 -2.01 0.03
C -0.60 2.98 -1.37 -0.11
N -1.07 2.18 -0.41 0.03
C -2.33 2.37 0.00 -0.21
C -3.16 3.34 -0.56 0.08
C -2.86 1.46 1.03 -0.22
C -3.82 1.87 1.95 0.06
C -4.45 0.95 2.79 -0.13
C -4.13 -0.39 2.57 0.04
C -3.12 -0.72 1.69 -0.10
N -2.44 0.18 0.98 0.06
C -5.34 1.39 3.93 -0.55
C -4.37 1.64 5.10 -0.03
C -6.35 0.31 4.33 -0.04
C -6.11 2.67 3.60 -0.04
H -3.50 7.17 -2.98 0.10
H -2.02 6.28 -3.30 0.08
H -2.43 6.77 -1.65 0.10
H -4.56 5.11 -4.29 0.10
H -4.57 3.53 -3.52 0.09
H -3.08 4.13 -4.26 0.09
H -5.47 6.14 -2.15 0.10
H -4.68 5.82 -0.61 0.10
H -5.53 4.52 -1.49 0.09
H -0.96 4.48 -2.82 0.12
H 0.44 2.88 -1.63 0.11
H -4.16 3.46 -0.18 0.12
H -4.07 2.92 1.99 0.12
H -4.64 -1.17 3.09 0.12
H -2.87 -1.76 1.52 0.09
H -3.78 0.75 5.31 0.08
H -4.93 1.89 5.99 0.10
H -3.70 2.46 4.87 0.08
H -5.89 -0.55 4.80 0.09
H -6.93 -0.02 3.46 0.10
H -7.05 0.73 5.05 0.10
H -5.44 3.52 3.42 0.08
H -6.76 2.93 4.43 0.10
H -6.74 2.52 2.72 0.10
N 0.20 0.90 -5.62 0.20
C 1.47 1.01 -5.20 -0.50
O 2.41 1.19 -5.94 0.10
C 1.74 0.95 -3.71 -0.07
C 3.02 1.32 -3.31 0.05
C 3.38 1.24 -1.98 -0.04
C 2.44 0.78 -1.08 -0.29
N 1.20 0.45 -1.45 -0.08
C 0.85 0.51 -2.73 -0.09
H 0.06 0.93 -6.62 0.14
H -0.58 0.69 -5.04 0.10
H 3.72 1.65 -4.06 0.14
H 4.38 1.50 -1.66 0.12
H 2.67 0.65 -0.03 0.06
H -0.16 0.20 -2.96 0.13
C -0.04 4.00 4.46 -0.32
S 1.72 3.83 4.86 1.01
C 2.53 3.71 3.33 -0.87
C 2.18 2.99 2.19 -0.97
S 0.82 1.99 2.04 0.86
S 3.32 3.14 0.86 0.98
C 4.50 4.13 1.67 -1.39
S 5.88 4.64 0.93 0.83
S 4.06 4.55 3.31 1.07
H -0.56 3.98 5.42 0.06
H -0.38 3.19 3.83 -0.03
H -0.20 4.96 3.98 0.07
```

Values from the calculation:
total charge	+3
HOMO level (alpha / beta)	-0.58191 / -0.58191	Eh
strongest force on any atom	4.4	eV/A
gap between HOMO and LUMO (alpha / beta)	4.3 / 4.3	eV

***

C12H48N12O12 | the ωB97M-V functional and the def2-TZVPD basis

```
84
Properties=species:S:1:pos:R:3:lowdin_charge:R:1
N -1.44 -3.44 -2.35 0.18
C -2.35 -2.44 -2.23 -0.64
N -3.63 -2.86 -2.02 0.16
O -2.08 -1.24 -2.16 -0.01
H -1.70 -4.40 -2.45 0.10
H -0.47 -3.17 -2.45 0.05
H -3.82 -3.84 -1.98 0.10
H -4.29 -2.18 -1.72 0.09
N 3.98 -0.43 3.49 0.20
C 3.93 -0.22 2.17 -0.61
N 5.08 0.18 1.58 0.18
O 2.87 -0.35 1.51 -0.04
H 3.14 -0.60 4.03 0.05
H 4.82 -0.32 4.03 0.11
H 5.03 0.42 0.61 0.09
H 5.92 0.38 2.08 0.10
N 3.33 -1.68 -2.11 0.19
C 2.54 -2.59 -2.71 -0.67
N 3.04 -3.14 -3.83 0.16
O 1.39 -2.80 -2.30 -0.02
H 4.29 -1.54 -2.38 0.11
H 3.01 -1.20 -1.28 0.10
H 2.32 -3.63 -4.34 0.11
H 4.01 -3.09 -4.07 0.10
N -0.36 0.74 -3.46 0.17
C 0.36 0.34 -4.54 -0.66
N 0.45 -0.98 -4.73 0.19
O 1.02 1.16 -5.20 -0.03
H -0.61 1.71 -3.57 0.10
H -0.96 0.05 -3.03 0.05
H 1.10 -1.27 -5.44 0.11
H -0.10 -1.73 -4.33 0.09
N 3.39 1.94 -3.70 0.16
C 3.56 1.90 -2.36 -0.68
N 2.39 1.74 -1.66 0.17
O 4.67 2.00 -1.82 -0.02
H 4.17 2.03 -4.33 0.10
H 2.49 1.80 -4.16 0.05
H 1.58 1.75 -2.24 0.06
H 2.39 1.29 -0.76 0.08
N 0.79 -1.30 3.28 0.19
C 0.94 -1.76 4.54 -0.66
N -0.19 -2.23 5.11 0.17
O 2.04 -1.76 5.12 -0.02
H -0.14 -1.32 2.91 0.08
H 1.56 -0.93 2.74 0.05
H -1.04 -2.28 4.57 0.06
H -0.23 -2.50 6.07 0.10
C -2.51 3.55 -1.79 -0.13
O -3.91 3.82 -1.85 -0.12
H -2.09 4.30 -1.14 0.08
H -2.27 2.59 -1.32 0.06
H -2.09 3.66 -2.80 0.08
H -4.28 3.23 -2.52 0.08
C 1.18 1.99 4.51 -0.17
O 1.09 2.44 3.18 -0.13
H 2.06 1.38 4.74 0.06
H 1.23 2.83 5.22 0.08
H 0.32 1.41 4.87 0.08
H 0.71 1.69 2.70 0.03
C -4.72 0.41 -0.34 -0.17
O -5.14 1.74 -0.09 -0.12
H -5.24 -0.31 0.29 0.08
H -4.74 0.22 -1.42 0.07
H -3.68 0.29 0.00 0.06
H -4.83 2.26 -0.84 0.03
C -2.66 -2.95 2.38 -0.12
O -2.44 -1.81 3.23 -0.15
H -3.59 -3.46 2.68 0.08
H -3.07 -2.53 1.45 0.07
H -1.83 -3.63 2.26 0.09
H -3.13 -1.78 3.90 0.09
C -0.45 0.10 0.04 -0.15
O 0.39 0.55 1.07 -0.15
H -1.20 0.86 -0.11 0.06
H 0.09 -0.08 -0.90 0.06
H -0.84 -0.92 0.18 0.07
H 1.24 0.08 1.11 0.02
C -1.63 3.52 2.11 -0.15
O -2.74 3.80 2.95 -0.12
H -0.82 3.03 2.64 0.05
H -1.91 2.85 1.29 0.06
H -1.21 4.44 1.70 0.08
H -3.44 4.23 2.44 0.07
```

Values from the calculation:
HOMO level	-0.34468	Eh
strongest force on any atom	2.5	eV/A
gap between HOMO and LUMO	9.5	eV
structure (SMILES)	NC(N)=O.NC(N)=O.NC(N)=O.NC(N)=O.NC(N)=O.NC(N)=O.CO.CO.CO.CO.CO.CO

***

C20H16B3Ba2Br8O24 | the ωB97M-V functional and the def2-TZVPD basis

```
73
Properties=species:S:1:pos:R:3:lowdin_charge:R:1
Ba 23.87 12.17 16.04 1.99
Ba 17.33 14.49 9.41 1.92
O 17.08 17.63 14.02 0.14
C 18.09 16.96 13.87 -0.34
O 19.14 16.91 14.66 0.23
B 19.91 15.68 14.25 -0.74
O 19.51 15.39 12.88 0.29
C 18.46 16.05 12.66 -0.37
O 17.85 16.04 11.57 -0.17
O 19.67 14.54 15.21 0.25
C 20.86 14.09 15.68 -0.35
O 21.10 13.12 16.34 0.00
C 21.93 14.86 14.97 -0.38
O 21.43 15.82 14.21 0.27
O 23.11 14.67 15.24 -0.05
O 20.06 15.30 9.76 0.00
C 20.89 14.45 10.00 -0.36
O 22.05 14.62 10.63 0.26
B 22.62 13.23 10.93 -0.80
O 21.51 12.34 10.53 0.25
C 20.45 12.99 10.00 -0.33
O 19.39 12.48 9.62 0.00
O 23.81 12.77 10.26 0.27
C 24.72 12.32 11.09 -0.31
O 25.86 11.77 10.90 0.14
C 24.13 12.47 12.43 -0.39
O 23.02 13.09 12.33 0.27
O 24.74 12.11 13.46 -0.09
O 22.52 10.13 14.10 0.01
C 21.35 10.15 13.69 -0.32
O 20.58 11.23 13.69 0.21
B 19.19 10.80 13.29 -0.78
O 19.28 9.34 13.02 0.24
C 20.49 8.91 13.29 -0.36
O 20.76 7.73 13.31 0.17
O 18.30 11.09 14.44 0.21
C 17.36 12.01 14.09 -0.29
O 16.35 12.33 14.71 0.14
C 17.69 12.41 12.57 -0.35
O 18.70 11.67 12.15 0.22
O 17.08 13.21 11.91 -0.10
Br 15.33 17.76 10.01 0.53
C 15.65 19.48 11.02 -0.58
C 16.83 20.30 10.39 -0.65
Br 16.98 21.99 11.44 0.62
H 16.02 19.11 11.98 0.03
H 14.76 20.08 11.20 0.06
H 16.75 20.50 9.32 0.05
H 17.73 19.70 10.36 0.05
Br 13.59 15.86 16.72 0.59
C 14.71 15.42 15.10 -0.64
C 14.11 16.12 13.92 -0.64
Br 14.87 15.36 12.29 0.67
H 14.73 14.34 14.96 0.04
H 15.69 15.74 15.45 0.04
H 14.30 17.19 13.98 0.06
H 13.03 15.94 13.84 0.06
Br 21.46 12.40 19.62 0.57
C 19.69 11.42 19.47 -0.64
C 18.82 12.22 18.61 -0.69
Br 17.17 11.12 18.39 0.66
H 19.22 11.12 20.41 0.07
H 19.95 10.54 18.89 0.05
H 19.29 12.38 17.64 0.03
H 18.66 13.17 19.10 0.07
Br 17.87 19.10 18.74 0.62
C 18.70 18.74 17.02 -0.72
C 19.85 19.74 16.63 -0.54
Br 21.48 19.36 17.86 0.49
H 17.81 18.80 16.38 0.03
H 19.09 17.73 17.05 0.03
H 19.56 20.78 16.59 0.06
H 20.28 19.60 15.64 0.04
```

Values from the calculation:
total charge	+1
HOMO level	-0.42491	Eh
strongest force on any atom	5.9	eV/A
gap between HOMO and LUMO	7.9	eV

***

C5H11NO | the ωB97M-V functional and the def2-TZVPD basis

```
18
Properties=species:S:1:pos:R:3:nbo_charge:R:1
C -0.84 -1.26 -0.66 -0.63
C -0.62 0.19 -0.22 -0.07
C -1.31 0.67 1.05 -0.62
N 0.80 0.47 -0.16 -0.46
C 1.39 -0.38 0.89 -0.42
C 1.24 1.08 -1.33 0.53
O 0.50 1.28 -2.28 -0.62
H -0.83 -1.99 0.15 0.20
H -1.79 -1.32 -1.18 0.22
H -0.05 -1.54 -1.37 0.22
H -0.97 0.80 -1.04 0.25
H -0.84 1.60 1.39 0.22
H -2.35 0.88 0.80 0.22
H -1.29 -0.04 1.88 0.20
H 0.58 -1.00 1.30 0.22
H 2.12 -1.10 0.51 0.21
H 1.78 0.18 1.75 0.21
H 2.26 1.49 -1.39 0.13
```

Values from the calculation:
HOMO level	-0.34120	Eh
strongest force on any atom	0.8	eV/A
gap between HOMO and LUMO	10.1	eV
structure (SMILES)	CC(C)N(C)C=O

***

C26H34N2O7 | the ωB97M-V functional and the def2-TZVPD basis

```
69
Properties=species:S:1:pos:R:3:nbo_charge:R:1
C -0.08 4.55 -1.58 -0.63
C -1.35 4.76 -0.78 -0.08
O -1.77 3.52 -0.21 -0.52
C -3.04 3.11 -0.41 0.80
O -3.86 3.78 -1.00 -0.63
C -3.27 1.80 0.17 -0.30
C -4.48 1.12 0.16 0.30
C -5.79 1.56 -0.39 -0.68
N -4.32 -0.09 0.77 -0.34
C -5.32 -1.12 0.94 -0.23
C -5.10 -2.29 0.01 -0.06
C -4.48 -2.13 -1.22 -0.16
C -4.30 -3.22 -2.06 -0.22
C -4.75 -4.47 -1.68 -0.21
C -5.37 -4.64 -0.45 -0.20
C -5.55 -3.55 0.39 -0.21
C -3.01 -0.23 1.16 0.09
C -2.37 -1.30 1.78 -0.22
C -1.02 -1.16 2.05 -0.25
C -0.32 0.02 1.73 0.29
O 1.00 0.01 2.08 -0.51
C 1.79 1.14 1.81 -0.09
C 2.23 1.22 0.33 0.08
O 2.99 2.39 0.11 -0.72
C 3.03 -0.02 -0.08 -0.25
N 4.34 0.04 0.57 -0.66
C 5.45 -0.71 -0.01 0.03
C 5.88 -0.01 -1.32 -0.07
O 6.99 -0.61 -1.93 -0.74
C 6.59 -0.63 1.03 -0.06
O 7.80 -1.20 0.60 -0.74
C 5.09 -2.19 -0.29 -0.08
O 6.19 -2.95 -0.73 -0.74
C -0.96 1.07 1.11 -0.32
C -2.32 0.95 0.81 0.04
H 0.71 4.14 -0.94 0.22
H -0.26 3.86 -2.40 0.21
H 0.26 5.50 -1.98 0.21
H -1.18 5.46 0.05 0.18
H -2.16 5.14 -1.41 0.21
H -6.53 1.66 0.40 0.22
H -6.16 0.85 -1.13 0.22
H -5.65 2.53 -0.87 0.28
H -6.30 -0.68 0.74 0.23
H -5.30 -1.46 1.98 0.22
H -4.12 -1.16 -1.52 0.21
H -3.81 -3.09 -3.01 0.21
H -4.61 -5.32 -2.33 0.22
H -5.72 -5.61 -0.15 0.21
H -6.03 -3.69 1.35 0.21
H -2.89 -2.21 2.03 0.22
H -0.48 -1.95 2.53 0.22
H 1.27 2.07 2.08 0.19
H 2.67 1.04 2.45 0.18
H 1.34 1.30 -0.31 0.19
H 3.89 2.17 0.38 0.48
H 2.45 -0.92 0.17 0.20
H 3.18 0.01 -1.16 0.20
H 4.22 -0.25 1.54 0.37
H 5.08 -0.05 -2.06 0.18
H 6.08 1.05 -1.09 0.17
H 7.72 -0.60 -1.29 0.50
H 6.25 -1.11 1.96 0.16
H 6.80 0.42 1.24 0.19
H 7.62 -2.12 0.37 0.50
H 4.28 -2.24 -1.02 0.17
H 4.75 -2.66 0.64 0.18
H 6.52 -2.52 -1.54 0.50
H -0.46 1.98 0.85 0.24
```

Values from the calculation:
HOMO level	-0.29417	Eh
strongest force on any atom	0.8	eV/A
gap between HOMO and LUMO	8.6	eV
structure (SMILES)	CCOC(=O)c1c(C)n(Cc2ccccc2)c2ccc(OC[C@@H](O)CNC(CO)(CO)CO)cc12

***

C6H15As2F12N3O3Tl | the ωB97M-V functional and the def2-TZVPD basis

```
42
Properties=species:S:1:pos:R:3:nbo_charge:R:1
Tl -3.21 0.60 0.16 1.00
As -4.26 -4.02 5.98 2.78
F -5.67 -4.91 5.23 -0.54
F -5.40 -2.82 6.72 -0.58
F -2.97 -3.19 6.84 -0.58
F -3.15 -5.15 5.23 -0.59
F -4.19 -2.96 4.56 -0.61
F -4.39 -5.18 7.41 -0.53
As 3.67 -0.43 -3.30 2.78
F 3.32 1.00 -4.34 -0.57
F 2.92 -1.57 -4.51 -0.57
F 3.91 -1.75 -2.13 -0.59
F 4.42 0.81 -2.22 -0.58
F 2.03 -0.30 -2.53 -0.60
F 5.21 -0.71 -4.11 -0.58
O -3.30 -0.54 -5.61 -0.44
C -3.61 -0.28 -6.73 0.68
N -4.83 -0.66 -7.10 -0.75
C -2.65 0.27 -7.83 -0.70
H -5.32 -1.21 -6.42 0.41
H -5.22 -0.66 -8.03 0.42
H -2.23 1.19 -7.43 0.25
H -3.05 0.62 -8.77 0.24
H -1.88 -0.46 -8.09 0.27
O 1.20 -1.61 2.99 -0.35
C 2.10 -2.46 3.14 0.67
N 1.95 -3.76 2.84 -0.72
C 3.50 -2.05 3.51 -0.69
H 2.69 -4.45 2.94 0.43
H 0.99 -4.07 2.76 0.43
H 4.25 -2.83 3.61 0.25
H 3.48 -1.41 4.39 0.27
H 3.87 -1.50 2.64 0.27
O 0.71 4.81 1.79 -0.43
C 1.54 5.76 1.90 0.67
N 2.76 5.67 1.29 -0.75
C 1.21 6.98 2.75 -0.70
H 3.38 6.45 1.12 0.42
H 2.89 4.95 0.59 0.42
H 0.13 7.02 2.90 0.26
H 1.38 7.93 2.25 0.25
H 1.83 6.86 3.64 0.26
```

Values from the calculation:
total charge	+1
HOMO level	-0.47966	Eh
strongest force on any atom	3.6	eV/A
gap between HOMO and LUMO	1.3	eV

***

C26H29N2O3OsS | the ωB97M-V functional and the def2-TZVPD basis

```
62
Properties=species:S:1:pos:R:3:nbo_charge:R:1
Os -0.65 -0.41 -0.21 0.79
O 1.04 0.71 -0.78 -0.69
C 1.64 0.40 -2.11 0.07
C 0.88 -0.81 -2.70 0.78
O 1.17 -1.18 -3.81 -0.58
O -0.04 -1.36 -1.95 -0.78
C 1.44 1.64 -2.96 -0.01
C 2.39 2.65 -2.94 -0.22
C 2.16 3.84 -3.63 -0.21
C 0.99 4.01 -4.35 -0.17
C 0.04 3.00 -4.37 -0.21
C 0.26 1.82 -3.68 -0.21
C 3.09 0.03 -1.88 -0.08
C 3.67 0.07 -0.61 -0.23
C 5.01 -0.26 -0.44 -0.22
C 5.78 -0.65 -1.53 -0.20
C 5.20 -0.69 -2.79 -0.21
C 3.87 -0.35 -2.97 -0.13
H 0.91 1.67 -0.74 0.52
H 3.32 2.52 -2.40 0.23
H 2.91 4.62 -3.62 0.23
H 0.82 4.92 -4.89 0.23
H -0.88 3.12 -4.93 0.23
H -0.48 1.02 -3.72 0.22
H 3.08 0.39 0.24 0.22
H 5.46 -0.19 0.54 0.21
H 6.82 -0.90 -1.39 0.22
H 5.80 -0.99 -3.65 0.23
H 3.43 -0.39 -3.96 0.24
C -4.29 0.95 0.56 -0.60
C -3.08 0.12 0.95 -0.17
C -3.18 -0.25 2.44 -0.60
C -1.75 0.77 0.74 -0.12
C -2.88 -1.13 0.05 -0.10
C -2.50 -2.38 0.54 -0.18
C -2.39 -3.49 -0.31 -0.24
C -2.64 -3.35 -1.66 -0.16
C -2.98 -2.10 -2.19 -0.18
C -3.09 -1.01 -1.35 -0.16
H -4.38 1.82 1.22 0.23
H -5.21 0.36 0.66 0.23
H -4.24 1.33 -0.46 0.21
H -3.29 0.65 3.03 0.23
H -2.30 -0.78 2.80 0.22
H -4.06 -0.88 2.62 0.23
H -1.61 1.80 1.08 0.18
H -2.33 -2.51 1.60 0.24
H -2.14 -4.46 0.10 0.23
H -2.57 -4.21 -2.32 0.23
H -3.13 -1.98 -3.25 0.24
H -3.36 -0.05 -1.76 0.23
C 3.73 -3.37 1.29 -0.44
N 2.79 -2.32 1.64 -0.54
C 1.55 -2.23 1.17 0.35
N 1.09 -3.17 0.35 -0.76
S 0.58 -0.90 1.73 -0.01
H 4.69 -3.13 1.74 0.24
H 3.87 -3.42 0.21 0.22
H 3.40 -4.33 1.68 0.22
H 3.11 -1.54 2.20 0.43
H 1.72 -3.84 -0.07 0.42
H 0.18 -3.06 -0.07 0.44
```

Values from the calculation:
total charge	+1
HOMO level	-0.40314	Eh
strongest force on any atom	0.7	eV/A
gap between HOMO and LUMO	7.5	eV

***

C8H11NO | the ωB97M-V functional and the def2-TZVPD basis

```
21
Properties=species:S:1:pos:R:3:nbo_charge:R:1
C 0.63 -2.82 0.62 0.12
C 0.47 -0.85 -0.27 -0.01
C -0.32 -0.36 0.72 0.31
C -0.27 -2.42 1.80 -0.14
C 0.29 0.41 -1.07 -0.16
C -0.40 0.99 0.32 -0.27
C -0.70 0.14 -2.27 -0.61
C 0.64 1.80 1.03 -0.61
N 1.01 -2.14 -0.37 -0.40
O -0.69 -1.05 1.87 -0.49
H 1.09 -3.84 0.84 0.18
H -1.14 -3.09 1.70 0.19
H 0.25 -2.56 2.73 0.20
H 1.24 0.90 -1.55 0.20
H -1.42 1.35 0.21 0.22
H -1.53 -0.47 -1.72 0.20
H -0.08 -0.53 -2.93 0.22
H -1.00 1.09 -2.59 0.21
H 1.56 1.28 1.19 0.22
H 0.38 2.14 2.08 0.22
H 1.00 2.73 0.45 0.21
```

Values from the calculation:
HOMO level	-0.28679	Eh
strongest force on any atom	5.7	eV/A
gap between HOMO and LUMO	8.7	eV

***

> Which of these has the lowest strongest force on any atom?

C26H29N2O3OsS